20
Properties=species:S:1:pos:R:3:forces:R:3 method="wB97M-V/def2-TZVPD" homo_energy_ev=-7.7 orbital_gap_ev=8.40 e_above_lowest_kj_mol=984.1 e_lumo_ev=0.722
C -1.6587 1.2069 -0.5681 -2.229 -1.088 -2.598
C -0.2897 1.3482 0.0128 -0.055 8.448 2.136
C 0.0643 0.2037 0.7567 5.102 -3.277 1.248
C 0.4786 -0.9716 -0.0919 -1.998 -2.029 -1.404
H -2.5828 2.1671 -0.6597 3.578 -2.761 -0.040
H -1.1200 0.7658 -1.6419 -3.235 0.916 2.097
H -2.2561 0.3260 0.0426 1.405 2.307 -2.107
H 0.4644 2.1023 -0.6054 -1.555 -2.802 1.100
H -0.3341 2.0285 0.9917 -0.390 -0.275 -1.916
H -0.7790 -0.0600 1.3657 0.505 0.298 0.993
H 1.0930 0.4061 1.3017 -2.729 -0.259 -0.233
H 2.1783 -1.4343 -1.2630 0.269 -0.715 -0.149
H 3.2126 0.6867 -0.4332 -1.673 -2.772 2.828
H 3.1763 -0.6474 0.8547 -0.028 0.391 -0.919
H -1.7576 -0.8784 1.0609 0.047 -4.750 -2.793
H -2.4330 -2.3627 -0.6830 2.727 1.415 4.151
N 1.7988 -0.7448 -0.6548 -3.274 -0.737 0.595
N 2.6101 -0.0625 0.2167 3.592 2.877 -2.203
N -0.3631 -1.9884 -0.4051 3.376 3.028 1.621
N -1.5023 -2.0912 0.4027 -3.437 1.783 -2.407